The following is a DFT calculation (the ωB97M-V functional and the def2-TZVPD basis) of C6H8O2 as an isolated structure at a distorted geometry.

Computed properties:
**Orbital gap**: 8.2 eV
**LUMO level**: -0.49 eV
**Charge**: 0

Cartesian coordinates (Å):
C1 -2.92 -0.25 -0.04
C2 -0.66 0.29 0.32
C3 0.68 0.29 -0.23
C4 1.56 -0.92 -0.48
C5 2.70 -1.30 0.48
C6 1.25 1.51 -0.22
H1 -2.95 0.77 -0.78
H2 -3.78 -1.06 -0.40
H3 -3.11 -0.10 1.31
H4 -1.12 1.39 0.58
H5 0.74 -1.48 -1.46
H6 2.98 -0.53 1.45
H7 3.31 -2.21 -0.10
H8 2.40 1.88 -0.67
O1 -1.62 -0.70 0.09
O2 0.55 2.43 0.14